1.
63
Properties=species:S:1:pos:R:3:forces:R:3:mulliken_spin:R:1 method="wB97M-V/def2-TZVPD" total_charge=0 orbital_gap_ev="8.8 / 8.9" lumo_energy_ev="-0.088 / -0.101" multiplicity=4 relative_energy_ev=0.530
Co -1.15583 -0.03195 -0.12197 -0.2026 -0.0747 0.1828 2.7650
C -1.10426 0.74348 4.09925 -1.6410 0.4019 -2.6258 0.0048
C -0.44987 0.51554 2.87540 -1.2897 0.3960 0.8380 0.0031
N -1.33092 0.60546 1.87895 1.9321 -0.9831 -1.6892 0.0346
N -2.53330 0.83185 2.34599 -0.2282 0.5370 2.0049 0.0130
C -2.44634 0.96864 3.68256 0.5328 -0.5496 1.1169 0.0063
B -3.77076 0.89471 1.41667 0.0055 0.4011 0.6424 -0.0514
N -3.43436 1.93850 0.34034 0.0064 0.3885 -0.0483 -0.0101
C -3.87578 3.19350 0.15286 -0.4289 0.9879 0.2183 -0.0008
C -3.16527 3.79192 -0.87788 0.5811 -1.0293 0.1773 0.0031
C -2.25312 2.77446 -1.26882 -1.5893 0.2748 1.2152 -0.0018
N -2.41049 1.68116 -0.51118 -0.1441 0.6826 -0.6486 0.0525
N -3.93442 -0.46288 0.78835 0.4347 -0.0845 -1.0031 0.0030
C -5.02185 -1.20668 0.81563 -0.1917 -0.9551 -0.7852 0.0047
C -4.78276 -2.35909 0.06625 0.5771 1.0375 0.6441 0.0028
C -3.47125 -2.22104 -0.37258 0.1136 0.7198 -0.3167 -0.0032
N -2.98841 -1.02586 0.02223 0.1721 -1.0537 0.1265 0.0560
H -0.62412 0.85966 5.02098 0.1634 -0.0383 1.2497 0.0005
H 0.57678 0.27620 2.73353 0.3422 -0.0005 -0.3932 0.0036
H -3.34282 1.09829 4.27786 0.1868 0.1833 -0.1550 0.0002
H -4.78574 1.00959 2.08680 0.4631 0.7060 -0.3058 -0.0001
H -4.63773 3.65109 0.79675 0.3219 -0.5478 -0.3660 -0.0003
H -3.20207 4.80267 -1.27086 -0.2348 -0.3502 0.1582 0.0005
H -1.59447 2.81298 -2.08333 0.9585 -0.1629 -0.6929 0.0008
H -5.89603 -0.79858 1.25555 -0.5761 -0.1068 0.4770 0.0005
H -5.44047 -3.14777 -0.11303 -0.8415 -1.0178 -0.2219 0.0004
H -2.87885 -2.89586 -0.99227 -0.1783 0.3653 0.2449 0.0007
Br 3.01126 -0.39081 2.30071 0.5675 0.0587 0.0299 0.0000
C 2.80690 1.04578 1.05929 -0.1001 0.8134 -0.0112 0.0039
C 3.59916 2.22254 1.14708 -0.5417 -0.9152 0.2495 0.0018
C 3.25144 3.25951 0.30117 -0.7256 -0.2722 -0.8988 -0.0006
C 2.18011 3.04739 -0.62309 0.4722 0.2636 0.2284 0.0021
C 1.52431 1.82820 -0.67558 0.9908 0.1334 1.3051 0.0125
N 1.82420 0.86109 0.22132 -0.2019 0.1938 -0.4442 0.0077
C 0.54051 1.52141 -1.77613 -0.1590 -1.1916 -0.3181 -0.0275
O 0.49142 2.29595 -2.70152 -0.0684 0.9153 -0.6649 0.0120
O -0.08436 0.38240 -1.74364 0.2350 0.6122 0.6543 0.0408
H 4.38770 2.26862 1.89971 -0.1856 0.1183 -0.3823 0.0001
H 3.82669 4.19510 0.30310 -0.4381 -0.4151 0.0276 -0.0001
H 1.82375 3.78026 -1.34300 0.4368 0.0832 0.1900 0.0000
C -0.02518 -4.06380 1.11997 -0.3008 0.0384 0.0353 0.0038
C -0.66658 -2.84530 0.98876 0.9304 -0.2621 -0.2033 -0.0003
N -0.12100 -1.81877 0.26967 -1.4304 -1.2540 1.3876 0.0523
C 1.05282 -2.00401 -0.26778 1.4437 1.3257 -1.7233 -0.0017
C 1.81733 -3.17794 -0.16757 0.2135 0.3193 0.1542 0.0072
C 1.24357 -4.20436 0.57040 -0.1122 -0.5652 -0.7557 -0.0018
C 3.16460 -3.35005 -0.77742 -0.7913 -0.8324 0.3175 0.0002
C 3.89886 -2.58113 -1.56285 -0.4159 1.2319 -0.1974 -0.0011
C 3.71821 -1.22220 -2.15639 -0.7583 -0.9441 -0.1374 -0.0012
C 2.62637 -0.89589 -2.95147 1.2387 2.0645 -0.2957 -0.0006
C 2.66624 0.36445 -3.54984 1.6153 0.2685 1.2096 -0.0001
N 3.64576 1.26408 -3.25443 -1.5985 -0.4112 -0.8895 -0.0001
C 4.59023 0.82687 -2.45882 0.3895 0.8352 -0.5303 0.0000
N 4.72537 -0.37825 -1.99825 0.3796 -1.4124 1.4115 0.0000
H -0.55872 -4.91028 1.58656 0.5195 0.6294 -0.1182 0.0006
H -1.61843 -2.76358 1.47383 -0.3865 0.6822 -0.1289 0.0000
H 1.35598 -1.10218 -0.87844 -0.0229 -1.4770 0.8505 0.0006
H 1.70613 -5.18596 0.56078 0.2235 0.1113 0.2887 -0.0002
H 3.63198 -4.32522 -0.57924 -0.3624 0.3641 0.1937 -0.0002
H 4.84210 -2.96888 -1.81568 1.2284 -0.4852 -0.2863 0.0001
H 1.79301 -1.47899 -3.15818 -1.1603 -1.3627 -0.0796 0.0006
H 1.90687 0.69052 -4.21403 -0.5745 0.2685 -0.4944 0.0005
H 5.37592 1.51347 -2.19308 0.2052 0.3420 -0.0184 0.0000

---

2.
116
Properties=species:S:1:pos:R:3:forces:R:3:mulliken_spin:R:1 method="wB97M-V/def2-TZVPD" total_charge=+2 orbital_gap_ev="7.5 / 4.5" lumo_energy_ev="-5.314 / -8.258" multiplicity=2
Pb -0.14632 0.05708 -0.21665 -0.1105 0.9480 -0.6980 0.0107
C 4.02929 0.29039 0.02842 -0.2969 -0.1865 -0.0463 -0.0002
P 2.41241 1.14994 -0.07611 0.8803 0.5767 0.0355 0.0047
C 2.68385 2.20171 -1.54203 -0.2487 -0.1064 0.0345 0.0002
C 2.48548 2.28856 1.35507 -0.2740 -0.1228 -0.0209 -0.0002
C 3.52729 3.20695 1.46739 -0.0652 -0.0715 -0.0154 0.0000
C 3.58654 4.07210 2.54654 0.0508 0.0237 -0.0328 0.0000
C 2.61812 4.01275 3.53735 0.0056 0.0100 0.0329 0.0000
C 1.58588 3.09292 3.44661 -0.0087 -0.0141 0.0051 -0.0002
C 1.51175 2.23095 2.35824 -0.2795 0.1759 -0.2237 0.0010
P 0.18587 0.97932 2.27822 0.7092 -0.2962 1.2218 0.0007
C -1.15104 1.38285 3.44528 0.0173 0.2260 -0.3881 0.0002
C 1.04686 -0.34333 3.24950 -0.1980 0.0380 -0.3969 -0.0008
H 4.83465 1.00420 -0.14290 -0.0450 0.0678 -0.0043 0.0001
H 4.07028 -0.47959 -0.74418 0.0533 -0.0173 0.0124 0.0000
H 4.16186 -0.16315 1.00902 -0.0409 -0.0347 -0.0194 0.0000
H 3.50756 2.89399 -1.37683 0.0450 -0.0417 0.0220 0.0000
H 1.77666 2.75710 -1.76854 -0.0022 0.0006 -0.0340 0.0001
H 2.92500 1.55068 -2.38385 -0.0013 0.0174 -0.0226 0.0000
H 4.29583 3.25206 0.70597 0.0079 0.0470 0.0006 0.0000
H 4.38589 4.79788 2.60698 0.0151 -0.0107 0.0364 0.0000
H 2.66941 4.68464 4.38327 -0.0235 0.0101 -0.0015 0.0000
H 0.83676 3.05297 4.22663 -0.0100 0.0439 -0.0025 0.0000
H -1.54574 2.36709 3.21461 -0.0839 0.0666 0.0089 0.0000
H -0.78866 1.33080 4.47035 0.0276 0.0035 0.0028 -0.0002
H -1.94464 0.64600 3.30995 -0.0078 0.0060 0.0269 0.0007
H 1.37681 0.05218 4.21069 -0.0569 0.0763 -0.0184 0.0000
H 1.92618 -0.69359 2.70438 -0.0284 -0.0749 0.0212 0.0003
H 0.38220 -1.19155 3.42160 0.0280 -0.0046 -0.0060 -0.0005
O -1.06421 3.04571 0.91994 0.2832 -0.4176 -0.1932 0.0002
C -0.85104 3.14990 -0.28903 -0.7500 0.5510 0.5145 0.0000
O -0.51234 2.22680 -1.10163 0.4983 -1.0897 0.1376 0.0008
H -1.01942 4.13323 -0.75811 0.1460 -0.0108 -0.0963 -0.0001
C -4.06005 -6.68867 5.18316 -0.0526 -0.0174 -0.0341 -0.0002
C -3.87130 -5.64105 4.12910 0.0243 -0.0017 -0.0398 0.0005
C -4.17552 -4.30894 4.37898 0.1432 -0.0285 -0.1076 0.0027
C -3.92069 -3.29934 3.46060 0.0729 0.0960 -0.2157 0.0027
C -4.28963 -1.90084 3.86480 -0.0451 -0.0107 -0.1568 0.0050
C -3.37269 -3.65964 2.20749 0.0251 -0.1286 0.3954 0.0190
Te -2.73490 -2.29723 0.69201 -0.5803 -1.2003 0.3586 0.0084
N -3.90344 -0.76293 1.18794 0.2256 -0.0502 0.9958 0.7497
C -3.89114 0.03854 0.09673 -0.4280 0.7382 -1.9291 -0.0520
O -2.94389 -0.05098 -0.71894 -0.1042 0.3889 0.7026 0.1332
C -5.07139 0.85872 -0.18131 -0.2116 -0.0381 0.1747 -0.0223
C -6.26730 0.61049 0.50374 0.1615 0.0204 0.0827 0.0386
C -7.43890 1.20750 0.08124 -0.1708 0.0199 -0.1224 -0.0035
C -7.42457 2.05893 -1.01726 0.0876 -0.0246 0.0711 0.0116
C -6.22536 2.36832 -1.65005 0.0293 0.0036 -0.0670 0.0073
C -5.05281 1.75898 -1.24797 0.1074 -0.0034 -0.0607 -0.0117
C -4.11208 -2.88512 -0.81365 -0.0515 0.0886 -0.0258 0.0744
C -5.40069 -3.12724 -0.35187 0.0514 -0.0161 0.1560 0.0107
C -6.41072 -3.36082 -1.26827 0.0108 0.0078 -0.0148 0.0024
C -6.11521 -3.34338 -2.62451 -0.0378 -0.0305 -0.0110 -0.0025
C -4.82646 -3.08768 -3.06430 0.0093 -0.0172 0.0585 0.0068
C -3.78973 -2.84158 -2.16599 0.1871 0.0602 0.0492 -0.0190
C -2.41346 -2.49252 -2.65785 -0.1373 0.0433 0.0430 -0.0068
C -3.09721 -5.00578 1.92116 -0.0092 0.1091 -0.3174 -0.0151
C -2.57962 -5.48097 0.58850 -0.0560 -0.0659 0.2102 0.0074
C -3.35867 -5.96949 2.88275 -0.0265 -0.0056 0.1263 0.0015
H -4.60314 -6.29484 6.03927 -0.0278 -0.0378 0.0077 0.0000
H -3.08885 -7.04305 5.53244 -0.0102 -0.0226 0.0066 0.0001
H -4.59988 -7.54699 4.78380 -0.0069 -0.0194 0.0424 0.0001
H -4.60937 -4.03928 5.33373 0.0216 0.0279 0.0133 0.0002
H -4.61729 -1.87818 4.90141 0.0764 -0.0057 -0.0013 -0.0003
H -5.10863 -1.54046 3.24418 -0.0227 0.1301 0.0328 -0.0012
H -3.46048 -1.20684 3.73974 0.0166 0.0955 0.0469 0.0007
H -6.27364 -0.06358 1.35066 -0.0036 -0.0046 0.0241 0.0092
H -8.37351 1.00639 0.58652 0.0298 -0.0516 0.0342 -0.0002
H -8.34923 2.47752 -1.39094 -0.0058 0.0945 0.0990 0.0000
H -6.21530 3.07013 -2.47259 0.0074 -0.0269 -0.0238 0.0002
H -4.11955 1.96218 -1.75673 -0.0077 -0.0340 -0.0163 -0.0026
H -5.60812 -3.13070 0.71207 -0.0562 -0.0676 -0.0189 -0.0040
H -7.41863 -3.54556 -0.92345 -0.0019 -0.0248 -0.0069 0.0005
H -6.89843 -3.53165 -3.34637 0.0000 0.0155 -0.0113 0.0001
H -4.61353 -3.06472 -4.12553 0.0080 -0.0250 -0.0061 0.0006
H -2.21509 -2.94234 -3.62904 0.0388 -0.0436 0.0302 -0.0005
H -1.64785 -2.82503 -1.95091 0.0937 -0.0070 -0.0827 0.0080
H -2.33382 -1.40838 -2.76405 0.0650 0.0086 -0.0159 -0.0018
H -2.26856 -4.66501 -0.06574 0.1583 -0.1790 -0.1493 0.0030
H -3.35916 -6.04167 0.06920 -0.0051 0.0996 -0.0990 -0.0005
H -1.73100 -6.15200 0.71797 0.0750 0.0640 -0.0387 0.0001
H -3.15533 -7.00866 2.65011 0.0545 0.0006 -0.0270 0.0000
C 0.48238 -8.00394 -1.03180 0.0123 -0.0504 0.0375 0.0006
C 1.15922 -7.56542 0.09636 -0.1201 -0.0321 0.0112 -0.0001
C 1.26676 -6.20579 0.36223 0.0084 0.0879 -0.0417 0.0006
C 0.71424 -5.27966 -0.51476 0.0425 0.0113 0.0728 0.0027
C 0.06078 -5.72595 -1.66206 0.0494 0.1546 0.0408 -0.0004
C -0.05117 -7.08141 -1.92242 -0.1135 0.0065 0.0114 -0.0001
As 0.77435 -3.34565 -0.21601 -0.0492 -0.4122 -0.2216 0.0000
C 1.91273 -3.27381 1.36198 0.0010 0.0609 -0.1425 0.0055
C 1.35705 -3.71951 2.56133 -0.0457 0.0064 -0.1015 -0.0012
C 2.10816 -3.71554 3.72566 -0.0317 0.0472 0.0442 -0.0007
C 3.40306 -3.21240 3.71228 0.0205 -0.0442 0.0056 0.0006
C 3.96161 -2.76930 2.52271 -0.0083 0.1271 0.0684 0.0000
C 3.21915 -2.80080 1.34931 -0.0176 -0.0688 -0.0874 0.0003
C 1.93890 -2.91083 -1.72815 0.0842 -0.1247 0.3045 0.0082
C 3.13497 -3.60772 -1.89332 0.0744 0.0698 -0.0560 0.0002
C 3.93316 -3.36817 -3.00102 0.0352 -0.0325 0.0167 0.0003
C 3.53660 -2.44522 -3.96039 -0.0244 0.0427 -0.0328 -0.0001
C 2.33762 -1.76468 -3.81419 0.0321 0.0104 -0.0487 0.0008
C 1.54006 -2.00053 -2.70150 -0.0281 0.0556 0.1091 0.0039
H 0.36358 -9.06374 -1.21313 0.0706 -0.0016 -0.0527 0.0000
H 1.59669 -8.28108 0.78003 -0.0070 -0.0049 0.0012 0.0000
H 1.78648 -5.87811 1.25226 0.0399 -0.0196 0.0020 0.0001
H -0.35388 -5.00452 -2.35970 -0.0136 -0.0395 -0.0446 0.0002
H -0.56813 -7.41838 -2.81128 0.0167 -0.0125 -0.0102 0.0000
H 0.33331 -4.08596 2.57673 0.0308 -0.0487 0.0455 0.0003
H 1.68835 -4.10373 4.64438 -0.0397 0.0612 0.0185 0.0000
H 3.97594 -3.16995 4.62879 0.0339 -0.0725 -0.0086 0.0000
H 4.97814 -2.39693 2.51190 0.0133 -0.0069 -0.0206 0.0001
H 3.66314 -2.47374 0.41829 0.0286 -0.0219 0.0383 0.0001
H 3.44010 -4.34726 -1.16207 -0.0160 -0.0193 -0.0159 0.0006
H 4.85999 -3.91204 -3.12703 0.0011 -0.0096 0.0124 0.0000
H 4.15491 -2.26958 -4.83043 0.0077 0.0009 -0.0007 0.0000
H 2.01357 -1.06457 -4.57322 -0.0019 0.0074 -0.0014 0.0000
H 0.59255 -1.47970 -2.61629 -0.0441 -0.0408 -0.0076 -0.0004